(1)
The following is a DFT calculation (ωB97M-V with the def2-TZVPD basis set) of a molecular structure, C29H27FeN7O2S.

For the HOMO-LUMO gap (spin up / spin down), the calculation gives 7.253 / 7.103 eV. Its energy above the lowest of the compared OMol25 structures with the same formula, charge and spin is 0.0 kJ/mol. Its multiplicity is 5. The HOMO energy (spin up / spin down) comes out at -7.332 / -7.335 eV. As for the LUMO energy (spin up / spin down): -0.1 / -0.2 eV.

Atoms and positions in Å:
Fe1 0.872 1.324 -2.091
N1 4.172 4.187 -2.720
C1 3.337 3.137 -2.626
S1 1.655 3.422 -2.967
N2 3.932 2.002 -2.295
N3 3.049 0.993 -2.308
C2 3.418 -0.114 -1.865
C3 2.414 -1.205 -1.872
C4 2.724 -2.463 -1.402
C5 1.743 -3.445 -1.402
C6 0.482 -3.140 -1.877
C7 0.254 -1.854 -2.333
N4 1.193 -0.909 -2.337
H1 3.774 5.101 -2.762
H2 5.119 4.072 -2.395
H3 4.417 -0.270 -1.460
H4 3.729 -2.666 -1.035
H5 1.963 -4.436 -1.022
H6 -0.314 -3.873 -1.890
H7 -0.719 -1.566 -2.721
N5 -3.371 1.646 -2.177
C8 -2.114 1.761 -1.685
N6 -1.224 1.342 -2.543
C9 -1.927 0.913 -3.677
C10 -1.464 0.364 -4.873
C11 -2.406 0.020 -5.825
C12 -3.780 0.221 -5.596
C13 -4.246 0.764 -4.412
C14 -3.288 1.100 -3.459
H8 -4.208 1.892 -1.685
H9 -1.885 2.130 -0.683
H10 -0.399 0.222 -5.040
H11 -2.086 -0.411 -6.767
H12 -4.491 -0.054 -6.369
H13 -5.308 0.918 -4.239
C15 -4.039 -2.041 4.250
C16 -2.672 -1.938 3.609
C17 -2.277 -2.877 2.662
C18 -1.022 -2.790 2.074
C19 -0.137 -1.791 2.450
C20 -0.521 -0.852 3.406
N7 0.371 0.135 3.890
C21 1.542 0.597 3.254
C22 2.718 0.619 4.012
C23 3.920 1.054 3.476
C24 3.978 1.478 2.155
C25 2.814 1.487 1.403
C26 1.586 1.071 1.925
C27 0.359 1.258 1.054
O1 -0.751 1.413 1.535
O2 0.613 1.313 -0.220
C28 -1.804 -0.900 3.964
C29 -2.241 0.186 4.919
H14 -4.510 -2.992 3.995
H15 -4.704 -1.236 3.914
H16 -3.976 -1.975 5.341
H17 -2.959 -3.680 2.384
H18 -0.723 -3.516 1.332
H19 0.856 -1.743 2.014
H20 0.391 0.207 4.888
H21 2.678 0.266 5.041
H22 4.817 1.041 4.089
H23 4.913 1.812 1.720
H24 2.834 1.858 0.387
H25 -1.737 1.121 4.669
H26 -2.014 -0.057 5.966
H27 -3.317 0.356 4.855

***

(2)
The following is a DFT calculation (ωB97M-V with the def2-TZVPD basis set) of a molecular structure, C29H27N3O2S.

For the HOMO-LUMO gap, the calculation gives 8.127 eV. The HOMO energy comes out at -8.884 eV. As for the LUMO energy: -0.8 eV.

Atoms and positions in Å:
C1 -1.684 2.038 -2.301
C2 -0.521 1.090 -2.453
C3 -0.634 -0.286 -2.265
C4 0.501 -1.063 -2.424
C5 1.740 -0.529 -2.734
C6 1.874 0.847 -2.906
C7 3.231 1.476 -3.223
C8 3.919 2.049 -2.004
C9 4.898 1.231 -1.326
C10 5.591 1.598 -0.223
C11 6.584 0.735 0.514
C12 7.502 -0.124 -0.394
O1 7.107 -1.492 -0.395
C13 5.344 2.921 0.269
N1 5.891 3.514 1.316
S1 5.270 4.993 1.474
N2 4.264 4.967 0.201
C14 4.372 3.791 -0.376
C15 3.661 3.289 -1.517
N3 2.683 4.183 -2.129
C16 1.791 4.440 -1.321
O2 0.819 4.480 -0.705
C17 0.725 1.617 -2.778
H1 -2.652 1.554 -2.449
H2 -1.698 2.542 -1.332
H3 -1.598 2.812 -3.068
H4 -1.603 -0.703 -2.017
H5 0.433 -2.138 -2.279
H6 2.606 -1.172 -2.856
H7 3.062 2.233 -3.992
H8 3.842 0.677 -3.650
H9 5.074 0.245 -1.753
H10 7.225 1.399 1.100
H11 6.111 0.081 1.254
H12 8.517 -0.057 -0.003
H13 7.496 0.307 -1.402
H14 6.144 -1.495 -0.395
H15 0.802 2.683 -2.948
C18 -3.401 -1.221 3.225
C19 -2.519 -2.142 2.676
C20 -1.511 -1.714 1.823
C21 -1.379 -0.364 1.526
C22 -2.260 0.557 2.078
C23 -3.273 0.128 2.924
H16 -4.190 -1.556 3.888
H17 -2.618 -3.194 2.912
H18 -0.826 -2.432 1.389
H19 -0.590 -0.029 0.863
H20 -2.156 1.610 1.847
H21 -3.963 0.846 3.351
C24 -7.048 -2.549 2.568
C25 -8.375 -2.917 2.743
C26 -8.828 -4.135 2.254
C27 -7.952 -4.989 1.598
C28 -6.625 -4.622 1.426
C29 -6.173 -3.401 1.907
H22 -6.695 -1.598 2.947
H23 -9.057 -2.254 3.260
H24 -9.865 -4.419 2.385
H25 -8.305 -5.940 1.220
H26 -5.941 -5.288 0.915
H27 -5.138 -3.112 1.769

***

(3)
The following is a DFT calculation (ωB97M-V with the def2-TZVPD basis set) of a molecular structure, C29H27N5O5SbW.

As for the net charge: +1. For the HOMO-LUMO gap (spin up / spin down), the calculation gives 6.553 / 6.554 eV. Its energy above the lowest of the compared OMol25 structures with the same formula, charge and spin is 47.3 kJ/mol. The HOMO energy (spin up / spin down) comes out at -9.987 / -9.987 eV. As for the LUMO energy (spin up / spin down): -3.4 / -3.4 eV.

Atoms and positions in Å:
W1 0.385 0.002 -0.095
O1 0.933 -0.420 4.091
C1 0.841 -0.034 2.955
N1 -0.078 -0.359 1.978
C2 -1.278 -0.947 2.320
O2 -1.649 -1.305 3.409
C3 -2.205 -1.046 1.133
C4 -3.484 -1.545 1.290
C5 -4.319 -1.594 0.187
C6 -3.848 -1.137 -1.036
C7 -2.557 -0.652 -1.115
N2 -1.749 -0.611 -0.051
C8 1.794 1.014 2.437
C9 2.657 1.662 3.303
C10 3.469 2.669 2.813
C11 3.412 2.980 1.460
C12 2.561 2.269 0.643
N3 1.753 1.303 1.118
H1 -3.789 -1.876 2.272
H2 -5.325 -1.980 0.277
H3 -4.467 -1.154 -1.921
H4 -2.149 -0.285 -2.047
H5 2.649 1.368 4.343
H6 4.137 3.205 3.473
H7 4.027 3.758 1.032
H8 2.527 2.449 -0.424
O3 -0.457 4.242 0.775
C13 0.077 4.554 -0.415
C14 0.424 5.891 -0.618
C15 0.993 6.291 -1.806
C16 1.245 5.373 -2.831
C17 0.928 4.053 -2.636
C18 0.342 3.614 -1.433
C19 0.062 2.199 -1.250
O4 -0.680 1.822 -0.252
N4 0.761 1.309 -2.000
N5 0.278 -0.001 -2.084
C20 0.568 -0.826 -3.033
C21 0.443 -2.224 -2.725
C22 0.446 -3.144 -3.794
C23 0.300 -4.490 -3.587
C24 0.137 -4.962 -2.279
C25 0.147 -4.095 -1.212
C26 0.323 -2.714 -1.393
O5 0.438 -1.986 -0.269
H9 -0.736 3.311 0.764
H10 0.221 6.595 0.177
H11 1.242 7.334 -1.946
H12 1.681 5.701 -3.763
H13 1.120 3.319 -3.406
H14 0.849 -0.476 -4.022
H15 0.558 -2.756 -4.800
H16 0.302 -5.179 -4.420
H17 0.011 -6.022 -2.104
H18 0.046 -4.451 -0.195
C27 5.040 0.137 -0.424
Sb1 3.205 -0.945 -0.566
C28 3.446 -2.020 1.260
C29 3.763 -2.509 -1.906
H19 5.822 -0.596 -0.234
H20 4.982 0.817 0.424
H21 5.282 0.700 -1.323
H22 3.979 -2.950 1.065
H23 2.478 -2.249 1.703
H24 4.031 -1.421 1.957
H25 4.718 -2.899 -1.555
H26 3.865 -2.167 -2.934
H27 3.012 -3.297 -1.864

***

Number 1: E -3317.0947 Eh, strongest force on any atom 2.14 eV/Å. Number 2: E -1834.2044 Eh, strongest force on any atom 1.78 eV/Å. Number 3: E -2078.4671 Eh, strongest force on any atom 0.95 eV/Å.